Record 1
31
Properties=species:S:1:pos:R:3:lowdin_charge:R:1 method="wB97M-V/def2-TZVPD" charge=-1 e_above_lowest_kj_mol=521.8 homo_energy_ev=-7.1 lumo_energy_ev=-0.497 orbital_gap_ev=6.57 energy_ha=-4254.87854
K -11.3734 -15.1240 12.5402 0.9626
C -10.8568 -14.8214 18.8929 -0.5501
F -11.5776 -15.0967 17.7503 0.0717
F -11.1921 -13.5583 19.2812 0.1104
F -11.0468 -15.6662 19.9072 0.1292
S -8.9176 -15.0457 18.4840 0.6376
O -8.1401 -14.6034 19.5824 -0.2913
O -8.6320 -16.4469 18.3262 -0.3023
N -8.7130 -14.1604 17.0135 -0.3176
S -7.9219 -12.9639 17.4335 0.5081
O -8.5818 -12.0773 18.4205 -0.3481
O -6.4991 -13.1674 17.6385 -0.3149
C -7.9777 -11.8785 15.7965 -0.6289
F -7.2690 -10.7439 15.9772 0.1182
F -7.5258 -12.6347 14.7889 0.1011
F -9.2573 -11.5675 15.5444 0.0932
C -8.6515 -19.3277 10.2168 -0.6116
F -7.4815 -19.9424 10.0078 0.1128
F -8.6584 -18.9304 11.5295 0.0752
F -8.7996 -18.2502 9.4428 0.1268
S -9.9553 -20.7873 9.9129 0.7361
O -9.7285 -21.1867 8.5232 -0.3198
O -9.5371 -21.8776 10.8191 -0.3161
N -11.3773 -19.7357 10.2920 -0.3030
S -12.3017 -20.1906 9.1948 0.4559
O -12.0591 -19.3863 8.0473 -0.3076
O -12.5167 -21.6252 9.0598 -0.3169
C -14.0048 -19.6089 9.9425 -0.7823
F -14.3115 -20.4024 10.8734 0.1961
F -13.9583 -18.4205 10.3998 0.1613
F -14.9479 -19.6197 8.9810 0.1144

***

Record 2
10
Properties=species:S:1:pos:R:3:lowdin_charge:R:1 method="wB97M-V/def2-TZVPD" charge=0 e_above_lowest_kj_mol=0.0 homo_energy_ev=-11.3 lumo_energy_ev=0.007 orbital_gap_ev=11.27 energy_ha=-706.48244
N -0.8581 2.0892 -1.7656 0.1801
C -0.5378 1.3003 -0.9888 -0.1323
C -0.2468 0.2055 -0.0359 -0.0159
C -1.1836 -0.4814 0.6329 -0.2855
F -0.9372 -1.5168 1.4292 0.1768
F -2.4601 -0.2230 0.6471 0.2013
C 1.2017 -0.2520 0.0369 -0.6289
F 1.5517 -0.6937 1.1801 0.2227
F 2.0652 0.7733 -0.2349 0.1298
F 1.4050 -1.2014 -0.9011 0.1517

***

Record 3
14
Properties=species:S:1:pos:R:3:lowdin_charge:R:1 method="wB97M-V/def2-TZVPD" charge=0 e_above_lowest_kj_mol=112.3 homo_energy_ev=-10.9 lumo_energy_ev=1.265 orbital_gap_ev=12.14 energy_ha=-158.36009
C 1.9602 -0.1755 0.0180 -0.1680
C 0.6652 0.5603 0.0401 -0.3499
C -0.5544 -0.3699 0.0245 -0.3277
C -1.9793 0.1109 -0.0222 -0.1346
H 1.7763 -1.0983 -0.6543 0.0901
H 2.1047 -0.5087 1.1328 0.1020
H 2.8167 0.4515 -0.4407 0.0929
H 0.6341 1.4590 0.8420 0.1512
H 0.5825 1.0088 -0.9841 0.1041
H -0.4221 -0.9455 -0.9345 0.1152
H -0.5210 -1.0633 0.8822 0.1071
H -2.0125 0.8736 -0.7681 0.0595
H -2.7072 -0.7037 -0.1437 0.0717
H -2.3429 0.4008 1.0079 0.0863